Entry 1:
Formula: CH4N2S2
Source: the OMol25 dataset
Level of theory: the ωB97M-V functional and the def2-TZVPD basis

Summary:
**Kohn-Sham gap (spin up / spin down)**: 7.11 / 7.11 eV
**Net charge**: 0
**Maximum force**: 3.60 eV Å⁻¹
**HOMO (spin up / spin down)**: -8.64 / -8.64 eV
**DFT total energy**: -946.2335 hartree

CARTESIAN COORDINATES (ANGSTROEM)
S  -1.47817  1.99424  1.52796
S  -0.77961  1.47164  -0.32353
N  -0.74181  -0.11836  -0.21192
N  1.30409  -0.76658  0.05057
C  0.29856  -0.84621  -0.91590
H  -0.25282  2.03090  2.26996
H  1.05371  -1.64309  0.58936
H  -0.07764  -1.86527  -1.21988
H  0.67368  -0.25728  -1.76662

Forces on atoms 1 to 2 (eV/Å):
S 1.09 0.31 0.97
S 0.24 0.38 0.24


Entry 2:
Formula: CH4N2Si
Source: the OMol25 dataset
Level of theory: the ωB97M-V functional and the def2-TZVPD basis

Summary:
**Kohn-Sham gap (spin up / spin down)**: 7.10 / 8.44 eV
**Net charge**: 0
**Maximum force**: 4.90 eV Å⁻¹
**HOMO (spin up / spin down)**: -8.80 / -8.79 eV
**DFT total energy**: -439.2308 hartree

CARTESIAN COORDINATES (ANGSTROEM)
Si  -0.66569  0.51503  -0.00140
N  0.96720  1.06350  0.29600
N  0.67530  -0.29339  0.81665
C  1.59042  -0.20665  -0.17659
H  1.39050  -0.48594  -1.19241
H  2.60275  -0.30604  0.19046
H  -2.59875  -1.58358  1.68499
H  -1.25986  0.07344  -1.41467

Forces on atoms 1 to 2 (eV/Å):
Si -0.79 -0.27 -0.65
N 0.83 1.70 -1.07


Entry 3:
Formula: CH4N2Si
Source: the OMol25 dataset
Level of theory: the ωB97M-V functional and the def2-TZVPD basis

Summary:
**SMILES**: N=[SiH2].C#N
**Kohn-Sham gap**: 9.66 eV
**Net charge**: 0
**Maximum force**: 2.71 eV Å⁻¹
**HOMO**: -9.81 eV
**DFT total energy**: -439.4070 hartree

CARTESIAN COORDINATES (ANGSTROEM)
Si  1.51114  -0.36840  -0.02884
N  -2.64228  -0.07937  1.14312
N  0.93481  1.07718  0.26756
C  -2.14650  -0.16998  0.12828
H  -1.81596  -0.15682  -0.89218
H  0.39880  1.84290  -0.25111
H  2.43640  -0.78009  0.92097
H  1.32358  -1.36541  -1.28778

Forces on atoms 1 to 2 (eV/Å):
Si -1.27 0.32 -2.38
N -0.53 -0.05 1.52


Entry 4:
Formula: CH4N3
Source: the OMol25 dataset
Level of theory: the ωB97M-V functional and the def2-TZVPD basis

Summary:
**SMILES**: CN=[N+]=N
**Kohn-Sham gap**: 11.42 eV
**Net charge**: +1
**Maximum force**: 3.49 eV Å⁻¹
**HOMO**: -16.83 eV
**DFT total energy**: -204.3491 hartree

CARTESIAN COORDINATES (ANGSTROEM)
N  0.00842  -0.30847  -0.01999
N  2.27032  -0.13998  0.20687
N  1.11953  -0.10765  -0.02866
C  -1.35883  0.10439  0.04505
H  -1.71972  0.75427  1.04200
H  -1.47823  0.69366  -0.95337
H  -1.89820  -0.81822  0.13182
H  3.05672  -0.17800  -0.42373

Forces on atoms 1 to 2 (eV/Å):
N -0.19 -0.34 0.67
N -0.23 0.17 0.87


Entry 5:
Formula: CH4N3
Source: the OMol25 dataset
Level of theory: the ωB97M-V functional and the def2-TZVPD basis

Summary:
**SMILES**: [NH3+]N1C=N1
**Kohn-Sham gap**: 10.99 eV
**Net charge**: +1
**Maximum force**: 4.51 eV Å⁻¹
**HOMO**: -15.83 eV
**DFT total energy**: -204.3292 hartree

CARTESIAN COORDINATES (ANGSTROEM)
N  1.59664  -0.09777  0.30115
N  -0.68423  -0.56023  -0.43841
N  0.17267  -0.15670  0.69581
C  1.00740  1.00605  0.62384
H  -0.46462  -0.74834  -1.42441
H  -1.04340  -1.46432  -0.20282
H  -1.50822  -0.04782  -0.19840
H  0.92375  2.06912  0.64323

Forces on atoms 1 to 2 (eV/Å):
N -0.53 3.28 1.12
N -1.08 -0.46 0.02


Entry 6:
Formula: CH4N3O2S
Source: the OMol25 dataset
Level of theory: the ωB97M-V functional and the def2-TZVPD basis

Summary:
**Kohn-Sham gap**: 9.81 eV
**Net charge**: +1
**Maximum force**: 3.30 eV Å⁻¹
**HOMO**: -15.14 eV
**DFT total energy**: -753.0507 hartree

CARTESIAN COORDINATES (ANGSTROEM)
S  1.07617  -1.07728  0.27741
O  2.01227  1.43855  0.48915
O  3.37313  -0.03671  -0.43173
N  2.38191  0.39306  0.01707
N  -0.82520  0.99362  -0.10701
N  -1.61163  -1.20557  -0.04866
C  -0.67015  -0.30571  -0.06714
H  -1.43227  -2.05287  0.36522
H  -1.77962  1.37891  -0.27335
H  -2.64168  -1.06127  -0.21330
H  0.11708  1.53525  -0.00766

Forces on atoms 1 to 2 (eV/Å):
S -1.73 1.18 -0.90
O 0.70 -0.16 -0.89


Entry 7:
Formula: CH4N3OS
Source: the OMol25 dataset
Level of theory: the ωB97M-V functional and the def2-TZVPD basis

Summary:
**SMILES**: O=C1N[NH2+]SN1
**Kohn-Sham gap**: 9.09 eV
**Net charge**: +1
**Maximum force**: 3.19 eV Å⁻¹
**HOMO**: -14.81 eV
**DFT total energy**: -677.8575 hartree

CARTESIAN COORDINATES (ANGSTROEM)
S  -1.18138  -0.06350  -1.26786
O  -0.05506  0.22700  2.31038
N  0.65054  -0.13957  -1.04496
N  -1.20124  0.63359  0.33000
N  0.88240  -0.49443  0.30767
C  -0.19133  0.13922  1.15408
H  0.77524  -1.44527  0.47430
H  1.06342  -0.92181  -1.63961
H  1.16078  0.73503  -1.19413
H  -1.90337  1.32975  0.57014

Forces on atoms 1 to 2 (eV/Å):
S 0.62 0.82 1.15
O -0.20 0.04 1.05


Entry 8:
Formula: CH4N3P
Source: the OMol25 dataset
Level of theory: the ωB97M-V functional and the def2-TZVPD basis

Summary:
**SMILES**: [H]/N=P/C#N.N
**Kohn-Sham gap**: 8.95 eV
**Net charge**: 0
**Maximum force**: 2.45 eV Å⁻¹
**HOMO**: -9.96 eV
**DFT total energy**: -546.0754 hartree

CARTESIAN COORDINATES (ANGSTROEM)
P  2.00380  -0.22943  -0.91462
N  0.20733  1.01265  1.60957
N  2.85538  -1.44268  -1.39974
N  3.20945  0.29197  1.75189
C  2.77429  0.06604  0.71740
H  2.84856  -1.72325  -2.36380
H  0.86864  0.96949  2.40052
H  -0.28361  1.90562  1.63175
H  -0.51739  0.21777  1.64070

Forces on atoms 1 to 2 (eV/Å):
P 0.28 -0.15 -0.41
N -1.14 -1.27 0.08


Entry 9:
Formula: CH4N4O
Source: the OMol25 dataset
Level of theory: the ωB97M-V functional and the def2-TZVPD basis

Summary:
**Kohn-Sham gap (spin up / spin down)**: 6.50 / 9.05 eV
**Net charge**: 0
**Maximum force**: 4.80 eV Å⁻¹
**HOMO (spin up / spin down)**: -7.44 / -9.27 eV
**DFT total energy**: -334.4547 hartree

CARTESIAN COORDINATES (ANGSTROEM)
O  1.33324  -0.46804  -0.80141
N  -1.77396  0.97528  -0.07576
N  -1.44826  -0.83430  0.24745
N  -2.52220  -0.09540  0.06454
N  -0.60291  0.23775  -0.03189
C  0.66369  0.48275  -0.16256
H  2.24987  -0.36170  -0.61665
H  -1.39936  -1.87575  0.24385
H  2.42298  0.37421  1.32577
H  1.07690  1.56520  -0.19333

Forces on atoms 1 to 2 (eV/Å):
O -1.02 -1.11 -1.20
N -1.32 1.17 -0.85


Entry 10:
Formula: CH4N4O
Source: the OMol25 dataset
Level of theory: the ωB97M-V functional and the def2-TZVPD basis

Summary:
**Kohn-Sham gap (spin up / spin down)**: 6.83 / 7.77 eV
**Net charge**: 0
**Maximum force**: 8.39 eV Å⁻¹
**HOMO (spin up / spin down)**: -6.27 / -10.15 eV
**Multiplicity**: 3
**DFT total energy**: -334.4634 hartree

CARTESIAN COORDINATES (ANGSTROEM)
O  1.20226  0.32692  0.74985
N  -1.84782  0.95254  0.40761
N  -1.90384  -0.93510  -0.07851
N  -1.00090  0.14115  -0.31400
N  -2.77119  0.02872  0.36668
C  0.42205  0.00737  -0.42172
H  0.69840  0.67490  -1.33392
H  0.52555  -1.06121  -0.63615
H  -2.10061  -1.44450  -0.99461
H  1.45316  -0.51917  1.20461

Forces on atoms 1 to 2 (eV/Å):
O -0.48 -1.09 -0.63
N 6.37 5.46 0.15


Entry 11:
Formula: CH4N4S
Source: the OMol25 dataset
Level of theory: the ωB97M-V functional and the def2-TZVPD basis

Summary:
**Kohn-Sham gap**: 8.93 eV
**Net charge**: 0
**Maximum force**: 6.66 eV Å⁻¹
**HOMO**: -8.27 eV
**DFT total energy**: -657.5369 hartree

CARTESIAN COORDINATES (ANGSTROEM)
S  -0.67319  0.91151  1.27048
N  1.81590  0.08535  0.85233
N  -2.59171  1.03070  -0.89140
N  -1.79866  0.25775  -0.76456
N  -1.15692  -0.70449  -0.96117
C  0.56240  0.13559  0.56191
H  0.55855  -0.98670  -0.11319
H  -1.47473  -1.16918  -1.77611
H  2.55875  -0.51866  0.45289
H  2.19962  0.95813  1.36881

Forces on atoms 1 to 2 (eV/Å):
S 1.20 0.65 0.92
N 4.87 4.00 2.16


Entry 12:
Formula: CH4N5
Source: the OMol25 dataset
Level of theory: the ωB97M-V functional and the def2-TZVPD basis

Summary:
**SMILES**: [H]/N=C(/N)N[N+]#N
**Kohn-Sham gap**: 10.27 eV
**Net charge**: +1
**Maximum force**: 4.23 eV Å⁻¹
**HOMO**: -15.33 eV
**DFT total energy**: -313.8988 hartree

CARTESIAN COORDINATES (ANGSTROEM)
N  0.28138  -1.41194  0.49190
N  -0.07088  1.58119  0.96353
N  0.41133  1.18300  -0.08804
N  -0.80664  -0.71784  -1.39681
N  -0.44613  1.99271  1.91407
C  -0.11896  -0.52796  -0.39994
H  0.67003  -1.24645  1.46264
H  0.39972  -2.38084  0.23706
H  0.40408  1.80960  -0.82929
H  -0.72393  -0.28147  -2.35511

Forces on atoms 1 to 2 (eV/Å):
N 1.55 0.80 3.12
N -0.41 1.85 1.22


Entry 13:
Formula: CH4N6O
Source: the OMol25 dataset
Level of theory: the ωB97M-V functional and the def2-TZVPD basis

Summary:
**SMILES**: N/N=c1/nn[nH]n1O
**Kohn-Sham gap**: 9.17 eV
**Net charge**: 0
**Maximum force**: 4.80 eV Å⁻¹
**HOMO**: -9.05 eV
**DFT total energy**: -444.0717 hartree

CARTESIAN COORDINATES (ANGSTROEM)
O  -0.23709  -0.32738  -1.60827
N  2.39147  0.38326  0.37385
N  1.85666  -0.53231  -0.55907
N  0.38832  -0.56197  -0.39944
N  1.54864  1.04323  0.91952
N  -1.92491  0.20144  0.32967
N  -0.82538  1.01306  0.57983
C  0.29571  0.58094  0.35596
H  2.15292  -1.50608  -0.22125
H  -1.75947  -0.65988  0.99615
H  -2.77632  0.76056  0.56873
H  -1.11056  -0.39487  -1.33569

Forces on atoms 1 to 2 (eV/Å):
O 3.01 0.07 -2.12
N 1.83 -2.18 -1.00


Entry 14:
Formula: CH4NO2
Source: the OMol25 dataset
Level of theory: the ωB97M-V functional and the def2-TZVPD basis

Summary:
**Kohn-Sham gap**: 6.42 eV
**Net charge**: -1
**Maximum force**: 1.44 eV Å⁻¹
**HOMO**: -1.62 eV
**DFT total energy**: -245.7247 hartree

CARTESIAN COORDINATES (ANGSTROEM)
O  1.90988  0.41080  -1.26521
O  -0.36012  -0.24940  1.59620
N  -1.55300  0.07404  -0.35508
C  -0.39023  -0.44959  0.39087
H  2.50869  -0.22704  -0.87455
H  -1.85694  0.99535  -0.05161
H  1.20093  0.40170  -0.57553
H  -1.37238  -0.08890  -1.33202

Forces on atoms 1 to 2 (eV/Å):
O 0.11 0.52 0.27
O -0.46 0.50 0.26


Entry 15:
Formula: CH4NO2
Source: the OMol25 dataset
Level of theory: the ωB97M-V functional and the def2-TZVPD basis

Summary:
**Kohn-Sham gap**: 10.30 eV
**Net charge**: +1
**Maximum force**: 5.64 eV Å⁻¹
**HOMO**: -17.51 eV
**DFT total energy**: -245.1715 hartree

CARTESIAN COORDINATES (ANGSTROEM)
O  -2.41672  -0.10122  -0.09019
O  -1.06920  -0.25120  0.20891
N  -0.31322  0.42908  -0.38905
C  1.48246  0.14876  -0.04440
H  1.69751  0.58920  -0.98801
H  1.66960  0.82332  0.76022
H  1.89225  -0.75411  0.05521
H  -2.94268  -0.88383  0.48730

Forces on atoms 1 to 2 (eV/Å):
O -2.88 -1.47 0.92
O 1.18 -2.23 1.77


Entry 16:
Formula: CH4NO2S
Source: the OMol25 dataset
Level of theory: the ωB97M-V functional and the def2-TZVPD basis

Summary:
**Kohn-Sham gap (spin up / spin down)**: 6.86 / 7.11 eV
**Net charge**: -1
**Maximum force**: 2.48 eV Å⁻¹
**HOMO (spin up / spin down)**: -2.67 / -2.93 eV
**DFT total energy**: -643.8923 hartree

CARTESIAN COORDINATES (ANGSTROEM)
S  0.35357  1.55624  0.59659
O  -0.74394  2.26140  1.27160
O  1.20095  2.57664  -0.08118
N  -0.52191  -0.33947  -1.05029
C  0.15392  -1.30323  -0.15388
H  -1.50928  -0.25062  -0.79777
H  0.33858  -2.24165  -0.73189
H  -0.38229  -1.46094  0.91362
H  1.11040  -0.79837  0.03320

Forces on atoms 1 to 2 (eV/Å):
S 0.24 1.74 -0.92
O -0.15 -0.91 -0.07


Entry 17:
Formula: CH4NO2S
Source: the OMol25 dataset
Level of theory: the ωB97M-V functional and the def2-TZVPD basis

Summary:
**Kohn-Sham gap (spin up / spin down)**: 6.51 / 7.49 eV
**Net charge**: -1
**Maximum force**: 4.00 eV Å⁻¹
**HOMO (spin up / spin down)**: -2.87 / -3.73 eV
**DFT total energy**: -643.8204 hartree

CARTESIAN COORDINATES (ANGSTROEM)
S  -0.75502  0.17073  -0.30607
O  -1.10273  0.51306  -1.63234
O  -1.54866  0.80832  0.73213
N  1.84121  1.36774  -0.01228
C  -0.73940  -1.54077  0.04579
H  1.87505  0.74831  0.74360
H  -0.52167  -2.19756  -0.79039
H  1.11942  2.00258  0.33702
H  -0.16820  -1.87240  0.88254

Forces on atoms 1 to 2 (eV/Å):
S 1.16 -2.37 3.01
O -0.62 0.31 -2.88


Entry 18:
Formula: CH4NO2S2
Source: the OMol25 dataset
Level of theory: the ωB97M-V functional and the def2-TZVPD basis

Summary:
**Kohn-Sham gap**: 7.52 eV
**Net charge**: -1
**Maximum force**: 3.15 eV Å⁻¹
**HOMO**: -3.71 eV
**DFT total energy**: -1042.1291 hartree

CARTESIAN COORDINATES (ANGSTROEM)
S  -1.67820  -1.23859  0.08533
S  1.35161  0.05009  0.40326
O  1.23274  -1.37970  -0.39427
O  2.64005  0.66966  0.03214
N  0.18299  0.89648  -0.52081
C  -1.20107  0.48943  0.37364
H  -0.89486  0.68800  1.44828
H  0.29403  -1.53726  -0.11571
H  -1.99175  1.09086  0.05447
H  0.06446  0.27105  -1.36632

Forces on atoms 1 to 2 (eV/Å):
S -0.12 0.32 0.31
S 1.08 1.10 -1.24


Entry 19:
Formula: CH4NO3
Source: the OMol25 dataset
Level of theory: the ωB97M-V functional and the def2-TZVPD basis

Summary:
**Kohn-Sham gap**: 8.80 eV
**Net charge**: -1
**Maximum force**: 3.25 eV Å⁻¹
**HOMO**: -4.41 eV
**DFT total energy**: -321.0525 hartree

CARTESIAN COORDINATES (ANGSTROEM)
O  1.98737  0.85516  1.00875
O  -2.11166  -0.03312  -0.38355
O  -0.25056  0.59088  1.46676
N  0.79046  -0.44298  -0.44613
C  0.82610  0.49016  0.73762
H  -1.46994  0.31504  -1.03731
H  -1.43587  -0.09353  0.31057
H  0.09180  -1.22420  -0.56106
H  1.57229  -0.45741  -1.09565

Forces on atoms 1 to 2 (eV/Å):
O -1.00 0.72 -0.56
O 0.42 0.04 -1.36


Entry 20:
Formula: CH4NO3P
Source: the OMol25 dataset
Level of theory: the ωB97M-V functional and the def2-TZVPD basis

Summary:
**SMILES**: NP(=O)=O.C=O
**Kohn-Sham gap**: 10.64 eV
**Net charge**: 0
**Maximum force**: 3.34 eV Å⁻¹
**HOMO**: -10.60 eV
**DFT total energy**: -662.3598 hartree

CARTESIAN COORDINATES (ANGSTROEM)
P  -2.13217  0.21164  -0.75823
O  2.13814  -0.72314  0.81424
O  -3.21320  -0.56871  -0.14932
O  -2.06737  1.69930  -0.81083
N  -0.84598  -0.57600  -1.31333
C  2.29910  0.24782  1.45999
H  3.27944  0.51172  1.87308
H  1.44572  0.93439  1.62964
H  -0.12571  -0.23689  -1.95129
H  -0.77798  -1.50013  -0.79395

Forces on atoms 1 to 2 (eV/Å):
P -0.95 3.13 0.68
O -0.18 -1.98 -1.22